{
  "formula": "C21H47Cl12N4O2",
  "method": "ωB97M-V/def2-TZVPD",
  "symbols": ["C", "C", "O", "C", "C", "O", "C", "N", "C", "N", "N", "C", "C", "C", "N", "H", "H", "H", "H", "H", "H", "H", "H", "H", "H", "H", "H", "H", "H", "H", "H", "H", "H", "H", "H", "H", "H", "H", "Cl", "C", "C", "Cl", "H", "H", "H", "H", "Cl", "C", "C", "Cl", "H", "H", "H", "H", "Cl", "C", "C", "Cl", "H", "H", "H", "H", "Cl", "C", "C", "Cl", "H", "H", "H", "H", "Cl", "C", "C", "Cl", "H", "H", "H", "H", "Cl", "C", "C", "Cl", "H", "H", "H", "H"],
  "positions_angstrom": [[3.6759, -2.9305, -1.7071], [3.7672, -2.6379, -3.2091], [2.5103, -2.2468, -3.7540], [2.3945, -0.8529, -3.9516], [0.9038, -0.5838, -4.0930], [0.5276, 0.7469, -3.7143], [0.5356, 0.9786, -2.3588], [-0.8616, 0.9535, -1.8197], [-0.9848, 0.4195, -0.5642], [-0.5716, 1.1966, 0.5250], [-1.4396, -0.7735, -0.3011], [-1.8858, -1.7329, -1.3199], [-3.3877, -1.5732, -1.5665], [-4.0385, -2.8691, -2.0274], [-3.2957, -3.4696, -3.1411], [3.7411, -4.0041, -1.5531], [2.7185, -2.6243, -1.2944], [4.4999, -2.4896, -1.1548], [4.5293, -1.8950, -3.4351], [4.0413, -3.5619, -3.7099], [2.9515, -0.5323, -4.8332], [2.8244, -0.3193, -3.0966], [0.6460, -0.6691, -5.1420], [0.3568, -1.3024, -3.4878], [0.9519, 1.9691, -2.1808], [1.1704, 0.2772, -1.8078], [-1.5285, 0.5844, -2.4885], [0.4197, 1.0056, 0.7246], [-0.5653, 2.1560, 0.1816], [-1.4876, -1.0465, 0.6704], [-1.7554, -2.7176, -0.8773], [-1.3094, -1.6508, -2.2297], [-3.8920, -1.2579, -0.6557], [-3.5978, -0.8324, -2.3377], [-5.0165, -2.6105, -2.4090], [-4.1960, -3.5677, -1.2039], [-2.3996, -3.8089, -2.8112], [-3.7886, -4.2844, -3.4830], [0.8038, 4.5696, 0.4694], [2.0160, 4.6205, 1.7908], [2.8555, 3.3748, 1.8060], [1.8757, 1.9570, 2.3000], [1.4923, 4.7615, 2.7337], [2.6436, 5.4912, 1.6139], [3.6683, 3.4705, 2.5230], [3.2823, 3.1722, 0.8274], [-6.7345, -4.4465, -1.7317], [-8.4537, -4.0294, -1.4832], [-8.6948, -2.5543, -1.6560], [-7.9307, -1.5951, -0.3559], [-8.7400, -4.3702, -0.4922], [-9.0312, -4.5859, -2.2187], [-9.7606, -2.3499, -1.6223], [-8.3056, -2.1959, -2.6059], [5.1982, 6.3791, 3.6935], [4.5038, 6.8873, 5.2601], [3.5614, 5.8493, 5.8032], [2.0743, 5.7361, 4.8102], [4.0125, 7.8454, 5.1141], [5.3344, 7.0245, 5.9498], [3.2457, 6.1121, 6.8115], [4.0502, 4.8736, 5.8361], [10.2480, -1.5364, 0.0669], [10.5679, -0.3588, 1.3651], [9.6655, -0.5636, 2.5532], [7.9675, -0.1582, 2.1872], [10.4555, 0.6383, 0.9482], [11.6041, -0.4932, 1.6691], [9.9759, 0.0875, 3.3687], [9.6935, -1.5919, 2.9025], [-11.6407, -3.2277, -2.8844], [-13.3498, -2.7849, -2.6167], [-13.5735, -1.3056, -2.7832], [-12.7887, -0.3666, -1.4879], [-13.6293, -3.1229, -1.6229], [-13.9403, -3.3345, -3.3470], [-14.6392, -1.0903, -2.7370], [-13.1887, -0.9502, -3.7351], [7.7121, 0.7834, 5.6410], [5.9475, 0.8460, 5.4322], [5.4784, 2.2313, 5.0745], [5.6787, 3.3795, 6.4223], [5.4883, 0.4875, 6.3494], [5.6945, 0.1585, 4.6259], [4.4165, 2.2080, 4.8276], [6.0260, 2.6247, 4.2210]],
  "mulliken_charge": [-0.88, -0.43, -0.39, -0.40, -0.10, -0.41, -0.42, -0.20, 0.26, -0.46, 0.11, -0.59, -0.27, -0.69, -0.62, 0.31, 0.22, 0.27, 0.37, 0.35, 0.28, 0.37, 0.34, 0.01, 0.31, 0.28, 0.33, 0.29, 0.27, 0.29, 0.43, -0.13, 0.29, 0.25, 0.41, 0.38, 0.22, 0.26, -0.23, -0.24, -0.04, -0.25, 0.07, 0.37, 0.00, 0.35, -0.17, -0.35, -0.33, -0.21, 0.38, 0.26, 0.10, 0.38, -0.18, -0.47, 0.19, -0.23, 0.37, 0.32, 0.38, -0.38, -0.18, -0.46, -0.42, -0.17, 0.33, 0.31, 0.27, 0.33, -0.19, -0.48, -0.44, -0.18, 0.31, 0.34, 0.31, 0.32, -0.18, -0.46, -0.24, -0.22, 0.38, 0.28, 0.15, 0.30],
  "charge": 1,
  "spin_multiplicity": 1,
  "orbital_gap_ev": 9.26,
  "lumo_ev": -2.604,
  "total_energy_ha": -6719.92614,
  "e_homo_ev": -11.8622
}


{
  "formula": "C2H13NO4",
  "method": "ωB97M-V/def2-TZVPD",
  "symbols": ["C", "N", "C", "H", "H", "H", "H", "H", "O", "H", "H", "O", "H", "H", "O", "H", "H", "O", "H", "H"],
  "positions_angstrom": [[0.9027, -1.4310, -2.2126], [1.0395, -1.8574, -1.0235], [2.2324, -1.6782, -0.2989], [-0.0514, -1.2698, -2.6618], [1.8197, -1.2996, -2.8729], [2.4055, -2.5785, 0.2575], [2.9800, -1.2543, -0.9702], [1.8632, -0.9358, 0.4827], [0.2614, 1.5835, 0.4176], [-0.2318, 1.1754, -0.3040], [0.0501, 1.1370, 1.2238], [-1.5076, 0.3740, 2.7648], [-1.4762, -0.5986, 2.3811], [-1.1624, 0.1985, 3.5759], [-0.8303, 3.7749, -1.0978], [-0.3872, 4.6659, -0.8257], [-0.7254, 3.0663, -0.4170], [-1.5090, -1.6607, 0.6824], [-0.5637, -1.9447, 0.3316], [-1.9231, -1.2787, -0.1027]],
  "mulliken_charge": [-0.37, -0.31, -0.71, 0.28, 0.22, 0.30, 0.40, 0.18, -0.70, 0.31, 0.35, -0.65, 0.35, 0.31, -0.67, 0.31, 0.40, -0.70, 0.41, 0.28],
  "spin_multiplicity": 1,
  "orbital_gap_ev": 10.63,
  "smiles": "C=NC.O.O.O.O",
  "lumo_ev": 0.468,
  "total_energy_ha": -439.64735,
  "e_homo_ev": -10.1625
}


{
  "formula": "C14H13BrFNO11",
  "method": "ωB97M-V/def2-TZVPD",
  "symbols": ["O", "C", "F", "N", "C", "O", "C", "C", "Br", "C", "O", "O", "C", "O", "H", "C", "C", "C", "O", "C", "O", "O", "H", "H", "H", "H", "H", "H", "C", "C", "C", "O", "C", "O", "O", "H", "H", "H", "H", "H", "H"],
  "positions_angstrom": [[-4.5727, 2.0074, -1.0179], [-3.4985, 1.5732, -0.9900], [-3.3695, 0.2470, -1.3486], [-2.3613, 2.3371, -0.5649], [-1.9801, 2.0437, 0.8146], [-0.9624, 2.4626, 1.2329], [-2.9534, 1.1403, 1.6094], [-2.6357, -0.1263, 1.9418], [-1.0595, -1.1353, 1.6339], [-3.9429, -0.5985, 2.6672], [-4.1457, -1.7457, 2.7847], [-4.7210, 0.4785, 3.0261], [-4.3706, 1.5039, 2.1308], [-5.0272, 2.4264, 1.8886], [-1.5982, 2.0775, -1.2004], [3.8345, 3.2496, 2.1136], [3.5334, 2.3386, 0.9392], [3.3244, 3.0444, -0.3703], [2.5333, 2.0947, -1.0896], [1.8252, 1.3986, -0.1584], [0.9274, 0.6565, -0.4079], [2.2738, 1.6696, 1.0949], [4.9086, 3.2847, 2.2995], [3.5070, 4.2742, 1.9257], [3.3356, 2.9048, 3.0194], [4.3027, 1.5635, 0.8624], [4.2550, 3.2578, -0.8948], [2.7444, 3.9666, -0.2762], [-0.4908, -3.5148, -3.2127], [0.3325, -3.2593, -1.9648], [1.5473, -4.1319, -1.8197], [1.7625, -4.1002, -0.4069], [0.5412, -3.9147, 0.1665], [0.3169, -4.0211, 1.3302], [-0.3916, -3.5956, -0.7727], [-0.2409, -2.7876, -3.9860], [-0.2984, -4.5060, -3.6292], [-1.5584, -3.4467, -3.0028], [0.5876, -2.1964, -1.8980], [2.4147, -3.7503, -2.3571], [1.3706, -5.1709, -2.1126]],
  "mulliken_charge": [-0.37, 0.49, -0.23, -0.23, 0.41, -0.45, 0.35, 0.19, 0.00, 0.35, -0.44, -0.30, 0.27, -0.42, 0.35, -1.35, 0.52, -0.60, -0.32, 0.57, -0.48, -0.30, 0.36, 0.33, 0.35, 0.31, 0.30, 0.32, -1.39, 0.78, -0.58, -0.32, 0.55, -0.53, -0.31, 0.38, 0.33, 0.36, 0.08, 0.33, 0.34],
  "spin_multiplicity": 1,
  "orbital_gap_ev": 9.68,
  "smiles": "O=C(F)NC(=O)C1=C(Br)C(=O)OC1=O.C[C@@H]1COC(=O)O1.C[C@@H]1COC(=O)O1",
  "lumo_ev": -0.732,
  "total_energy_ha": -4097.57614,
  "e_homo_ev": -10.4160
}


{
  "formula": "C3H28NO9S",
  "method": "ωB97M-V/def2-TZVPD",
  "symbols": ["C", "C", "C", "S", "N", "H", "H", "H", "H", "H", "H", "H", "H", "H", "H", "H", "H", "O", "H", "H", "O", "H", "H", "O", "H", "H", "O", "H", "H", "O", "H", "H", "O", "H", "H", "O", "H", "H", "O", "H", "H", "O"],
  "positions_angstrom": [[1.9207, -0.0864, -0.1227], [1.5352, 1.3665, 0.2096], [0.5117, 1.7774, -0.9214], [0.2549, 3.5747, -0.9175], [0.8808, 1.3413, 1.5823], [1.7726, -0.1926, -1.2288], [1.1148, -0.8405, 0.2061], [2.8813, -0.3849, 0.4251], [2.4725, 1.9854, 0.2586], [0.9961, 1.3728, -1.8074], [-0.3954, 1.3532, -0.6139], [-1.0600, 3.8282, -0.7023], [0.9356, 2.2292, 2.0062], [-0.0537, 0.7336, 1.4625], [1.6220, 0.6692, 2.1420], [-0.4306, -2.1292, -0.6322], [-0.3172, -3.6247, -0.6988], [0.2627, -2.9361, -0.8475], [-2.4894, 1.7487, -0.1160], [-3.0469, 2.4888, 1.0262], [-2.2446, 2.1417, 0.7682], [1.1799, -2.6997, 0.6235], [1.8291, -3.4228, 1.7079], [1.6960, -2.5460, 1.4007], [2.1402, -1.1888, 2.4036], [1.6730, -0.7344, 3.6837], [2.3500, -0.4564, 3.0091], [-1.4217, -0.7954, 2.2362], [-1.5662, 0.4205, 3.2058], [-1.0298, -0.2586, 2.9116], [0.1739, 1.8888, -4.1107], [1.2901, 0.9645, -4.1332], [0.5245, 1.1608, -3.5933], [-1.8682, 0.6049, -2.2993], [-2.7196, -0.1554, -1.3110], [-2.4779, 0.7401, -1.5623], [-2.3716, -2.8048, 1.5460], [-2.9142, -1.6673, 0.7941], [-2.1057, -1.9286, 1.1207], [-0.6143, -1.8844, -3.3536], [-0.1265, -0.4888, -3.0379], [-0.7640, -1.1645, -2.7200]],
  "mulliken_charge": [-0.55, -0.25, 0.11, -0.24, -0.06, 0.34, -0.35, 0.38, 0.49, 0.32, -0.19, 0.18, 0.37, 0.15, 0.33, 0.39, 0.30, -0.69, 0.35, 0.30, -0.58, 0.32, 0.27, -0.60, 0.40, 0.37, -0.70, 0.37, 0.28, -0.64, 0.26, 0.25, -0.59, 0.30, 0.28, -0.68, 0.30, 0.26, -0.61, 0.29, 0.31, -0.58],
  "charge": 1,
  "spin_multiplicity": 1,
  "orbital_gap_ev": 8.83,
  "lumo_ev": -2.890,
  "total_energy_ha": -1260.92480,
  "e_homo_ev": -11.7158
}


{
  "formula": "C5H12AsIrN9O7P2S",
  "method": "ωB97M-V/def2-TZVPD",
  "symbols": ["Ir", "O", "P", "O", "O", "O", "P", "O", "O", "O", "H", "H", "N", "C", "N", "N", "N", "N", "C", "N", "N", "N", "N", "H", "C", "As", "C", "C", "S", "H", "H", "H", "H", "H", "H", "H", "H", "H"],
  "positions_angstrom": [[-0.3593, -0.0926, 0.2853], [-4.5503, 0.4019, -0.8055], [-3.0002, 0.0562, -0.7463], [-2.1091, 1.2302, -1.0808], [-2.6546, -0.5759, 0.5664], [-2.8334, -1.0064, -1.9486], [-1.3851, -1.1390, -2.6967], [-1.2518, 0.2385, -3.4705], [-1.3489, -2.2946, -3.5826], [-0.3691, -1.0852, -1.5160], [-4.8445, 0.5792, -1.7058], [-1.3875, 0.9583, -2.8205], [2.6574, -1.7565, 0.5670], [2.7652, -0.4262, 0.2531], [3.8942, 0.1562, -0.1025], [3.5628, 1.4601, -0.2302], [2.3224, 1.6506, -0.0017], [1.7526, 0.4577, 0.3317], [1.6099, -2.3096, 1.2609], [1.6775, -3.4528, 1.9081], [0.4548, -3.5786, 2.4797], [-0.2930, -2.5851, 2.2066], [0.4035, -1.7283, 1.4094], [3.4977, -2.3054, 0.5015], [1.4422, 0.4405, 3.5683], [0.4519, 2.0472, 3.1918], [1.7762, 3.4414, 3.0793], [-0.5813, 2.3642, 4.7902], [-0.8077, 2.1054, 1.4913], [2.0116, 0.6260, 4.4811], [2.1126, 0.2315, 2.7403], [0.7585, -0.3953, 3.7113], [2.2923, 3.5610, 4.0319], [1.2845, 4.3698, 2.7945], [2.4786, 3.1594, 2.2945], [0.0786, 2.5536, 5.6371], [-1.1895, 1.4813, 4.9804], [-1.2358, 3.2175, 4.6225]],
  "lowdin_spin": [2.91, 0.01, 0.01, 0.07, 0.10, 0.00, 0.02, 0.00, 0.02, 0.23, 0.00, 0.00, 0.02, 0.02, 0.00, 0.03, 0.00, 0.12, 0.02, 0.00, 0.03, 0.00, 0.14, 0.00, 0.00, 0.03, 0.00, 0.01, 0.17, 0.00, 0.00, 0.00, 0.00, 0.00, 0.00, 0.00, 0.00, 0.00],
  "charge": -1,
  "spin_multiplicity": 5,
  "orbital_gap_ev": [7.46, 6.56],
  "lumo_ev": [2.141, 0.618],
  "total_energy_ha": -4638.48463,
  "e_homo_ev": [-5.3195, -5.9427]
}


{
  "formula": "C18H27N3O4S",
  "method": "ωB97M-V/def2-TZVPD",
  "symbols": ["C", "C", "C", "C", "C", "C", "C", "N", "C", "C", "C", "N", "S", "O", "O", "C", "C", "C", "C", "C", "C", "O", "C", "O", "N", "C", "H", "H", "H", "H", "H", "H", "H", "H", "H", "H", "H", "H", "H", "H", "H", "H", "H", "H", "H", "H", "H", "H", "H", "H", "H", "H", "H"],
  "positions_angstrom": [[2.1383, 1.6289, 2.5626], [3.4015, 1.5579, 1.7102], [3.1361, 1.1924, 0.2402], [2.4058, 2.3589, -0.4370], [2.1830, 2.0961, -1.9187], [1.4036, 0.7964, -2.0457], [2.1625, -0.3219, -1.3428], [2.3520, -0.0345, 0.0746], [2.9434, -1.1803, 0.7517], [2.0198, -2.4015, 0.7905], [0.6294, -2.0304, 1.3072], [-0.3567, -3.0779, 1.1465], [-0.9899, -3.2611, -0.3882], [-1.7301, -4.4857, -0.3706], [-0.0019, -3.0813, -1.4182], [-2.1101, -1.8696, -0.4343], [-1.9288, -0.8845, -1.3881], [-2.7767, 0.2123, -1.4503], [-3.8019, 0.2642, -0.5225], [-3.9738, -0.7494, 0.4375], [-3.1323, -1.8362, 0.5020], [-5.0524, -0.4468, 1.2136], [-5.5733, 0.7326, 0.7703], [-6.5286, 1.2817, 1.2348], [-4.8074, 1.1715, -0.2931], [-5.0722, 2.3855, -1.0142], [2.4012, 1.6988, 3.6159], [1.5288, 0.7433, 2.4082], [1.5452, 2.5022, 2.3063], [4.1013, 0.8459, 2.1505], [3.9010, 2.5295, 1.7215], [4.1243, 1.0752, -0.2527], [1.4370, 2.4906, 0.0448], [2.9898, 3.2706, -0.2968], [1.6376, 2.9252, -2.3743], [3.1443, 2.0030, -2.4297], [0.4258, 0.9142, -1.5748], [1.2556, 0.5277, -3.0931], [1.5929, -1.2457, -1.4405], [3.1382, -0.4661, -1.8444], [3.1490, -0.8974, 1.7832], [3.9005, -1.4743, 0.2820], [2.4705, -3.1519, 1.4448], [1.9133, -2.8451, -0.1983], [0.6727, -1.7645, 2.3679], [0.2592, -1.1682, 0.7497], [-0.0800, -3.9687, 1.5314], [-1.1127, -0.9991, -2.0830], [-2.6446, 0.9852, -2.1895], [-3.2462, -2.6284, 1.2206], [-5.9487, 2.8476, -0.5621], [-5.2737, 2.1683, -2.0643], [-4.2215, 3.0649, -0.9413]],
  "mulliken_charge": [-0.94, -1.11, 0.10, -0.92, -1.15, -0.55, -0.63, 0.91, -1.05, -0.83, -0.42, -0.28, 1.32, -0.75, -0.67, -0.26, -0.21, -0.92, 0.88, 0.52, -1.05, -0.46, 0.44, -0.59, 0.04, -1.02, 0.38, 0.05, 0.34, 0.42, 0.53, 0.32, 0.34, 0.34, 0.44, 0.41, 0.16, 0.43, 0.20, 0.33, 0.45, 0.20, 0.47, 0.45, 0.25, 0.11, 0.35, 0.65, 0.46, 0.47, 0.37, 0.32, 0.33],
  "spin_multiplicity": 1,
  "orbital_gap_ev": 9.20,
  "smiles": "CC[C@@H]1CCCCN1CCCNS(=O)(=O)c1ccc2c(c1)oc(=O)n2C",
  "lumo_ev": 0.458,
  "total_energy_ha": -1565.53882,
  "e_homo_ev": -8.7462
}